# 1
Density functional theory data (ωB97M-V/def2-TZVPD) for C41H49CaCl3NO2S as an isolated structure.

Each line ends with the Mulliken charge.
Atoms and positions in Å:
Ca 0.32885 1.08860 -0.07411  1.11
C -2.96578 -5.08239 3.04252  -1.64
C -3.14520 -3.55846 3.10316  1.78
C -3.10428 -3.08815 4.56471  -1.79
C -4.51537 -3.21006 2.52476  -2.28
C -2.01091 -2.90790 2.32251  0.16
C -2.21982 -2.08534 1.28592  0.02
C -1.09967 -1.52765 0.54636  -1.74
N -1.21807 -0.70461 -0.43170  -0.74
C -2.45948 -0.30129 -0.98504  -1.22
C -3.38252 -1.21056 -1.45325  0.63
C -4.54901 -0.78088 -2.08722  -0.39
C -4.71309 0.58812 -2.22651  -0.13
C -3.79126 1.54844 -1.79068  -0.05
C -2.60285 1.10970 -1.15984  1.06
O -1.63496 1.88207 -0.75740  -1.63
C -4.12628 3.02037 -2.07976  2.03
C -4.13345 3.23856 -3.60178  -1.60
C -5.51961 3.35666 -1.52138  -1.72
C -3.15071 4.03485 -1.47344  -2.18
C -5.55526 -1.81456 -2.58881  2.17
C -6.02184 -2.69199 -1.41718  -1.54
C -6.78944 -1.16514 -3.21337  -2.35
C -4.89570 -2.71092 -3.64623  -1.66
C 0.37435 -1.82838 0.96098  4.05
O 1.00641 -0.61616 1.10994  -1.17
C 0.45309 -2.64183 2.24712  0.14
C -0.65215 -3.17466 2.78362  -0.55
C 1.76253 -2.71654 3.05371  2.19
C 1.62146 -1.69511 4.19796  -1.66
C 3.04724 -2.36623 2.29021  -1.89
C 1.96176 -4.12062 3.64723  -1.65
H -3.74936 -5.57530 3.62378  0.47
H -2.00088 -5.39299 3.44578  0.29
H -3.02539 -5.43396 2.01031  0.31
H -3.95057 -3.50927 5.11322  0.49
H -3.16934 -1.99967 4.61916  0.34
H -2.19059 -3.39685 5.07426  0.33
H -5.29479 -3.71149 3.10313  0.48
H -4.60730 -3.53202 1.48567  0.38
H -4.70842 -2.13637 2.56366  0.39
H -3.21256 -1.79750 0.97624  0.76
H -3.16602 -2.26809 -1.34330  -0.13
H -5.60492 0.94852 -2.72303  0.39
H -4.85827 2.59112 -4.09943  0.31
H -3.14788 3.02288 -4.01934  0.35
H -4.38441 4.27758 -3.83653  0.44
H -6.30937 2.74953 -1.96591  0.31
H -5.75511 4.40636 -1.71975  0.46
H -5.54413 3.20033 -0.44081  0.38
H -2.14267 3.92285 -1.86405  0.39
H -3.08361 3.93453 -0.39083  0.38
H -3.51468 5.04043 -1.70941  0.49
H -6.49206 -2.08290 -0.64214  0.34
H -5.18296 -3.22158 -0.96150  0.18
H -6.74509 -3.43931 -1.75829  0.51
H -7.30982 -0.52425 -2.49827  0.38
H -7.48684 -1.94001 -3.54164  0.45
H -6.52854 -0.55932 -4.08388  0.40
H -4.02189 -3.22326 -3.24013  0.22
H -4.56534 -2.11782 -4.50131  0.37
H -5.59880 -3.47083 -4.00139  0.45
H -0.56713 -3.73551 3.70542  0.33
H 1.50388 -0.69219 3.78578  0.26
H 2.51621 -1.71440 4.82737  0.50
H 0.75312 -1.91878 4.82036  0.24
H 2.93922 -1.44641 1.72277  0.16
H 3.34876 -3.17624 1.62937  0.22
H 3.85278 -2.24366 3.01999  0.63
H 1.19603 -4.38433 4.37819  0.33
H 2.92607 -4.15918 4.16139  0.48
H 1.96338 -4.87939 2.86150  0.23
Cl 3.08502 0.97648 -1.24249  -0.29
C 3.94811 2.38345 -0.62247  1.17
C 5.32587 2.28322 -0.66361  -0.82
C 6.09685 3.33667 -0.19942  -0.25
C 5.46027 4.46282 0.29563  -0.81
C 4.07909 4.52625 0.32082  0.49
Cl 3.37674 5.98645 0.96204  -0.23
C 3.23134 3.49367 -0.13640  -0.50
S 1.50522 3.63764 -0.12152  -0.49
H 5.77918 1.38396 -1.05666  0.36
H 7.17688 3.28114 -0.22305  0.35
H 6.02619 5.30524 0.66918  0.37
Cl -1.46202 -4.38081 -0.87991  -0.20
C 0.11197 -4.99260 -0.45769  1.44
C 0.25468 -6.37042 -0.40887  -0.77
C 1.50710 -6.92284 -0.19734  -0.49
C 2.60423 -6.08608 -0.07868  -0.95
C 2.43142 -4.71166 -0.11623  -0.34
C 1.17776 -4.11284 -0.25496  -0.56
C 1.05607 -2.60912 -0.25178  -2.00
H -0.61597 -6.99462 -0.55705  0.46
H 1.62316 -7.99839 -0.15527  0.38
H 3.59766 -6.49938 0.04189  0.39
H 3.29734 -4.06718 -0.04827  0.59
H 2.06129 -2.18934 -0.29054  0.56
H 0.54054 -2.29000 -1.16162  0.72

Output
net charge: -1
2S+1: 1
LUMO energy: 2.30 eV
highest occupied orbital energy: -4.436 eV
energy above the lowest of the compared OMol25 structures with the same formula, charge and spin: 0.0 kcal/mol
total energy: -4253.5639 a.u.

# 2
Density functional theory data (ωB97M-V/def2-TZVPD) for a 2-piece molecular cluster, C2H2F3P overall at a distorted geometry.

Each line ends with the Mulliken charge.
Atoms and positions in Å:
C 1.05691 -0.23224 -0.09565  0.20
C -0.75423 -1.13257 1.68949  0.16
F 2.05609 0.22697 0.61906  -0.17
F -0.07820 -1.19931 2.82638  -0.18
F -1.02645 -2.34777 1.22589  -0.17
P 0.50105 -0.14572 -1.63768  -0.13
H -1.58387 -0.43575 1.67762  0.27
H 1.61354 0.55179 -2.17650  0.02

Output
2S+1: 1
LUMO energy (alpha / beta): -0.47 / 0.10 eV
highest occupied orbital energy (alpha / beta): -9.114 / -9.346 eV
energy above the lowest of the compared OMol25 structures with the same formula, charge and spin: 96.7 kcal/mol
total energy: -718.1648 a.u.

# 3
Density functional theory data (ωB97M-V/def2-TZVPD) for a 2-piece molecular cluster, C4H9Cl2N overall at a distorted geometry.

Each line ends with the Mulliken charge.
Atoms and positions in Å:
C -0.74158 0.44882 -0.30426  -0.92
C 0.55333 -0.17531 -0.85401  -0.13
C 1.75255 0.25781 -0.16600  -1.06
C 1.18159 -0.03767 2.62237  0.43
N -0.01115 -0.82674 3.07873  -0.55
Cl 1.16467 1.56881 3.12671  -0.17
Cl 2.64838 -0.96320 2.71420  -0.19
H -1.62243 0.55825 -1.03030  0.33
H -1.05101 -0.20904 0.58904  0.10
H -0.60489 1.39091 0.13296  0.33
H 0.48994 0.13781 -1.84499  0.30
H 0.54853 -1.22799 -0.96708  0.30
H 2.50656 -0.39871 0.00541  0.52
H 2.17748 1.33523 -0.02737  0.27
H -0.87200 -0.25951 3.08785  0.23
H 0.04087 -1.83806 2.86828  0.22

Output
2S+1: 1
LUMO energy (alpha / beta): 0.32 / 0.69 eV
highest occupied orbital energy (alpha / beta): -7.730 / -7.515 eV
energy above the lowest of the compared OMol25 structures with the same formula, charge and spin: 85.3 kcal/mol
total energy: -1132.7899 a.u.